1.
This record from the OMol25 dataset describes a gas-phase ion, C2H4N3 (charge +1). The level of theory is ωB97M-V with the def2-TZVPD basis set.

Geometry as XYZ:
```
9
Properties=species:S:1:pos:R:3:forces:R:3:nbo_charge:R:1
C -0.232428 -0.763584 -0.110584 -1.36 -1.75 -0.57 0.726
C -1.513873 -0.264438 -0.018454 0.74 1.27 2.79 -0.753
N 0.877944 -1.053206 -0.114216 -0.21 -0.57 -0.27 -0.172
N 2.005079 -0.265213 0.147204 2.75 1.65 0.45 0.098
N 1.744453 0.885701 -0.151578 -1.68 -0.88 -0.65 -0.272
H -2.243646 -0.300100 -0.732326 -1.11 -0.10 -2.81 0.325
H -1.052299 0.761723 0.103988 -1.10 0.24 0.01 0.330
H -2.064583 -0.544617 0.879487 0.55 -0.04 0.51 0.325
H 2.479352 1.543732 -0.003525 1.43 0.17 0.53 0.394
```
Forces are in eV/Å.

Summary:
SMILES = [H]/N=N/[N+]#CC
Total charge = +1
Highest occupied orbital energy = -16.196 eV
ΔE to the lowest compared entry with this formula, charge and spin = 99.7 kcal/mol

***

2.
This record from the OMol25 dataset describes a gas-phase ion, C2H4N3O (charge +1). The level of theory is ωB97M-V with the def2-TZVPD basis set.

Geometry as XYZ:
```
10
Properties=species:S:1:pos:R:3:forces:R:3:nbo_charge:R:1
C 0.305838 -0.727196 -0.090660 -0.65 -0.60 -0.29 0.508
C -0.728389 1.398372 0.066774 -1.39 -1.86 -0.91 0.076
N -0.829911 -1.160212 0.120124 0.43 -0.67 -0.37 -0.215
N -1.976941 -0.567990 0.093178 0.13 -2.40 0.29 0.186
N 1.572125 -0.915926 0.037027 1.42 -0.65 -0.18 -0.768
O -1.779654 0.690738 0.008500 -1.81 3.24 0.57 -0.147
H -0.804002 2.250458 -0.475677 -0.28 2.74 -1.32 0.227
H 0.167428 1.075418 0.397130 2.66 -0.90 2.11 0.181
H 2.014635 -1.883491 0.341012 -1.00 2.87 -0.45 0.494
H 2.058873 -0.160174 -0.497404 0.50 -1.78 0.55 0.457
```
Forces are in eV/Å.

Summary:
Total charge = +1
Highest occupied orbital energy = -14.516 eV
ΔE to the lowest compared entry with this formula, charge and spin = 155.6 kcal/mol

***

3.
This record from the OMol25 dataset describes a gas-phase ion, C2H4N3O (charge +1). The level of theory is ωB97M-V with the def2-TZVPD basis set.

Geometry as XYZ:
```
10
Properties=species:S:1:pos:R:3:forces:R:3:nbo_charge:R:1
C 2.307868 -0.432756 0.163890 -8.98 -0.94 0.89 0.371
C -1.384700 0.268533 0.006915 -4.53 -1.16 0.17 -0.554
N 3.377252 -0.422331 -0.176992 3.34 0.16 -0.73 -0.146
N 0.686490 -0.574838 0.272262 6.18 0.28 0.55 -0.327
N 0.007737 0.415511 -0.235400 -0.08 -0.69 -2.17 0.424
O 0.405224 1.215644 -1.046074 0.20 -1.05 1.91 -0.143
H -1.802788 1.224750 -0.089454 -0.41 1.62 0.02 0.289
H -1.780186 -0.139090 0.981546 1.41 0.29 -0.71 0.279
H -2.020923 -0.294532 -0.785098 1.96 0.49 0.73 0.319
H 0.204022 -1.260891 0.908403 0.90 1.01 -0.66 0.488
```
Forces are in eV/Å.

Summary:
SMILES = C[N+](=O)NC#N
Total charge = +1
Highest occupied orbital energy (spin up / spin down) = -17.574 / -17.573 eV
ΔE to the lowest compared entry with this formula, charge and spin = 134.7 kcal/mol

***

4.
This record from the OMol25 dataset describes C2H4N4 in the gas phase. The level of theory is ωB97M-V with the def2-TZVPD basis set.

Geometry as XYZ:
```
10
Properties=species:S:1:pos:R:3:forces:R:3:nbo_charge:R:1
N -1.764693 -0.350586 -0.171959 -0.09 0.71 -0.61 -0.821
C -0.424139 -0.021419 -0.325917 0.21 0.55 0.72 0.534
N 0.442697 -0.966069 -0.544093 -0.26 -0.18 0.97 -0.533
C 1.585348 -0.464295 0.002197 0.62 -0.05 0.39 0.143
N 1.564630 0.782950 0.373353 0.20 -0.55 -0.14 -0.298
N 0.267305 1.167535 0.153807 -0.69 -1.02 -0.37 -0.453
H -2.321330 0.182391 0.473798 0.14 0.24 -0.16 0.396
H -2.008060 -1.345814 -0.181931 0.68 0.77 -0.10 0.413
H 2.355460 -1.131483 0.360751 0.44 0.13 -0.73 0.195
H 0.302784 2.146786 -0.140008 -1.26 -0.59 0.03 0.422
```
Forces are in eV/Å.

Summary:
SMILES = Nc1ncn[nH]1
Total charge = 0
Highest occupied orbital energy = -8.719 eV
ΔE to the lowest compared entry with this formula, charge and spin = 26.9 kcal/mol

***

5.
This record from the OMol25 dataset describes C2H4N4 in the gas phase. The level of theory is ωB97M-V with the def2-TZVPD basis set.

Geometry as XYZ:
```
10
Properties=species:S:1:pos:R:3:forces:R:3:nbo_charge:R:1
C -1.384915 0.607592 0.188163 1.34 -1.62 0.12 0.113
C -0.238933 -1.539286 0.004640 -1.13 -0.56 0.35 -0.028
N -0.372323 1.412056 0.069962 -4.26 0.72 -0.57 -0.168
N -1.240299 -0.781111 -0.076370 -1.44 0.58 0.45 -0.441
N 0.826629 1.244152 0.049785 4.76 -0.31 2.64 0.084
N 1.734262 0.931685 -0.715281 -0.10 0.60 -2.78 -0.432
H -2.353546 0.885588 0.652169 0.89 0.27 -1.02 0.211
H -0.401576 -2.606924 -0.125744 -0.08 0.00 -0.50 0.168
H 0.720479 -1.297267 0.344410 1.47 0.74 0.46 0.149
H 2.710224 1.143515 -0.391734 -1.45 -0.43 0.86 0.344
```
Forces are in eV/Å.

Summary:
SMILES = [H]/N=N/N=C\N=C
Total charge = 0
Highest occupied orbital energy (spin up / spin down) = -8.122 / -8.121 eV
ΔE to the lowest compared entry with this formula, charge and spin = 113.9 kcal/mol

***

6.
This record from the OMol25 dataset describes C2H4N4 in the gas phase. The level of theory is ωB97M-V with the def2-TZVPD basis set.

Geometry as XYZ:
```
10
Properties=species:S:1:pos:R:3:forces:R:3:nbo_charge:R:1
N -1.317991 0.536087 0.099579 -0.15 0.08 0.02 -0.704
C 0.059590 0.069613 0.050181 0.26 0.13 0.08 0.027
C 0.987001 0.926929 0.559299 0.05 -0.42 -0.19 -0.289
N 2.169349 0.202496 0.347120 0.03 -0.15 -0.07 -0.288
N 1.956760 -0.940142 -0.223802 -0.02 0.17 0.08 -0.058
N 0.628405 -1.068534 -0.436296 -0.09 0.16 0.08 -0.408
H -1.959582 0.025211 0.713811 0.18 0.00 -0.10 0.417
H -1.779091 0.718038 -0.797184 0.15 -0.08 0.10 0.417
H -1.034892 1.445350 0.551667 -0.34 -0.06 -0.07 0.476
H 0.290455 -1.915051 -0.864378 -0.06 0.16 0.07 0.411
```
Forces are in eV/Å.

Summary:
Total charge = 0
Highest occupied orbital energy = -7.729 eV
ΔE to the lowest compared entry with this formula, charge and spin = 113.3 kcal/mol

***

7.
This record from the OMol25 dataset describes a molecular structure, C2H4N4. The level of theory is ωB97M-V with the def2-TZVPD basis set.

Geometry as XYZ:
```
10
Properties=species:S:1:pos:R:3:forces:R:3:nbo_charge:R:1
N -1.144624 1.369803 -0.459627 0.04 -0.11 -0.04 -0.817
C -0.273260 0.322492 -0.094419 0.13 -0.34 0.12 0.179
N 1.037839 0.423784 -0.080871 -0.84 0.09 -0.03 -0.181
N 1.656319 -0.610671 0.371735 -1.39 -0.61 0.02 -0.350
N 0.286408 -1.851525 0.630177 3.96 2.21 -0.36 -0.183
C -0.627737 -1.006166 0.372414 0.40 -0.97 0.80 -0.103
H -1.580718 1.208969 -1.362782 0.05 -0.02 0.17 0.372
H -0.646543 2.254202 -0.504992 -0.06 -0.24 0.12 0.384
H 2.683468 -0.452803 0.276870 -1.07 -1.34 0.15 0.406
H -1.391153 -1.658083 0.851494 -1.21 1.34 -0.95 0.293
```
Forces are in eV/Å.

Summary:
Total charge = 0
Highest occupied orbital energy = -8.336 eV
ΔE to the lowest compared entry with this formula, charge and spin = 88.9 kcal/mol

***

8.
This record from the OMol25 dataset describes C2H4N4 in the gas phase. The level of theory is ωB97M-V with the def2-TZVPD basis set.

Geometry as XYZ:
```
10
Properties=species:S:1:pos:R:3:forces:R:3:nbo_charge:R:1
C 0.205578 0.001776 -0.088345 0.03 1.13 0.45 0.289
C -0.667571 1.096898 -0.036981 0.63 -1.41 -0.37 -0.197
H 2.095320 0.892026 0.077665 -1.38 -2.40 -0.38 0.403
H 2.015433 -0.841845 0.482687 -0.86 1.99 -1.35 0.387
H -0.387714 2.132356 -0.121036 -0.29 0.09 0.20 0.213
H -0.392992 -2.082367 -0.027831 -0.14 1.44 -0.20 0.418
N 1.605759 -0.052482 -0.129721 1.56 0.01 1.54 -0.825
N -1.937496 0.612570 -0.019017 0.05 -0.75 -0.21 -0.217
N -1.931071 -0.692515 -0.045794 0.82 1.06 0.16 -0.087
N -0.605250 -1.066414 -0.091624 -0.42 -1.16 0.16 -0.384
```
Forces are in eV/Å.

Summary:
SMILES = Nc1cnn[nH]1
Total charge = 0
Highest occupied orbital energy = -8.673 eV
ΔE to the lowest compared entry with this formula, charge and spin = 32.0 kcal/mol

***

9.
This record from the OMol25 dataset describes C2H4N4 in the gas phase. The level of theory is ωB97M-V with the def2-TZVPD basis set.

Geometry as XYZ:
```
10
Properties=species:S:1:pos:R:3:forces:R:3:nbo_charge:R:1
N 1.949973 -0.021223 -0.447705 -0.01 0.01 0.18 -0.814
C 0.588503 -0.000609 -0.157690 -0.06 -0.10 0.08 0.441
N -0.006315 -0.928642 0.572740 0.09 0.13 -0.20 -0.338
N -1.305898 -0.545105 0.510342 -0.14 0.08 -0.02 -0.361
C -1.419551 0.579816 -0.210428 -0.11 0.00 0.03 0.185
N -0.243123 0.957985 -0.658026 0.01 -0.10 0.13 -0.498
H 2.429081 0.809918 -0.116364 -0.09 -0.14 -0.22 0.384
H 2.390674 -0.860414 -0.092969 -0.05 0.14 0.08 0.383
H -2.017926 -1.067394 0.997456 0.16 0.08 -0.13 0.413
H -2.365415 1.075669 -0.397352 0.20 -0.09 0.07 0.205
```
Forces are in eV/Å.

Summary:
SMILES = Nc1nc[nH]n1
Total charge = 0
Highest occupied orbital energy = -8.958 eV
ΔE to the lowest compared entry with this formula, charge and spin = 1.9 kcal/mol

***

10.
This record from the OMol25 dataset describes a molecular structure, C2H4N4. The level of theory is ωB97M-V with the def2-TZVPD basis set.

Geometry as XYZ:
```
10
Properties=species:S:1:pos:R:3:forces:R:3:mulliken_charge:R:1
N -1.496994 1.085742 0.124871 0.08 0.18 0.04 -0.590
C -0.377738 0.247436 0.015485 0.10 -0.07 -0.03 -0.305
N 0.812976 0.435703 0.660558 0.06 -0.23 -0.16 -0.009
N 1.745392 -0.391950 0.515123 -0.09 0.28 0.12 -0.599
N 0.633317 -1.732245 -1.025135 -0.58 0.43 0.08 -0.454
C -0.217238 -0.878327 -0.766887 0.66 -0.16 0.15 0.843
H -1.419568 1.916518 -0.452407 0.01 -0.07 0.09 0.249
H -1.639817 1.376414 1.085167 -0.08 -0.10 -0.11 0.290
H 2.557960 -0.066787 1.042972 -0.10 -0.04 -0.08 0.224
H -0.598291 -1.992504 -1.199746 -0.06 -0.22 -0.09 0.350
```
Forces are in eV/Å.

Summary:
Total charge = 0
Highest occupied orbital energy = -8.290 eV
ΔE to the lowest compared entry with this formula, charge and spin = 124.5 kcal/mol

***

11.
This record from the OMol25 dataset describes C2H4N4 in the gas phase. The level of theory is ωB97M-V with the def2-TZVPD basis set.

Geometry as XYZ:
```
10
Properties=species:S:1:pos:R:3:forces:R:3:nbo_charge:R:1
C -0.833964 0.961960 0.012849 -1.04 1.95 -0.78 0.071
C -2.234918 -0.988112 0.144314 -1.26 -0.62 0.47 0.076
N -1.716375 0.046885 -0.176294 0.30 -0.96 0.59 -0.312
N 0.491161 0.875526 0.033631 2.77 -1.93 -0.51 -0.292
N 0.955133 -0.294460 -0.131754 -0.23 -0.55 0.35 -0.049
N 2.331765 -0.360734 -0.036316 -3.00 2.25 -1.63 -0.654
H -1.137052 1.973907 0.015198 -0.83 0.78 0.26 0.185
H -2.969705 -1.642631 -0.334862 0.66 0.21 -0.45 0.193
H 2.555226 -1.209082 0.417704 1.08 -0.22 0.73 0.398
H 2.558730 0.636744 0.055528 1.54 -0.91 0.97 0.383
```
Forces are in eV/Å.

Summary:
Total charge = 0
Highest occupied orbital energy (spin up / spin down) = -7.332 / -7.465 eV
ΔE to the lowest compared entry with this formula, charge and spin = 120.3 kcal/mol

***

12.
This record from the OMol25 dataset describes C2H4N4O in the gas phase. The level of theory is ωB97M-V with the def2-TZVPD basis set.

Geometry as XYZ:
```
11
Properties=species:S:1:pos:R:3:forces:R:3:nbo_charge:R:1
N -1.064560 -0.503964 -1.880447 -0.09 -0.09 -0.15 -0.802
C -0.385054 -0.129851 -0.762280 -0.13 0.14 -0.26 0.485
N -0.501735 1.063638 -0.246058 0.22 -0.18 -0.63 -0.380
N 0.217513 0.938956 0.932877 0.05 0.15 -0.22 -0.489
C 0.691328 -0.356383 0.971133 -0.43 0.39 -0.11 0.654
O 1.171615 -0.678515 2.171966 -0.05 0.21 0.02 -0.629
N 0.376945 -1.063677 -0.060587 -0.19 0.22 0.38 -0.528
H -1.484079 0.258745 -2.389150 0.11 -0.14 -0.07 0.397
H -0.652949 -1.247891 -2.417278 -0.06 0.03 -0.03 0.397
H 0.924122 1.658381 1.054268 -0.26 0.11 0.17 0.398
H 0.706855 0.060561 2.625557 0.83 -0.85 0.89 0.497
```
Forces are in eV/Å.

Summary:
SMILES = Nc1n[nH]c(O)n1
Total charge = 0
Highest occupied orbital energy = -8.735 eV
ΔE to the lowest compared entry with this formula, charge and spin = 23.1 kcal/mol

***

> Which formula does entry 4 have?

C2H4N4

***

> Among the records above, which one has the highest ΔE to the lowest compared entry with this formula, charge and spin?

number 2